{"formula": "C4H9O2", "method": "ωB97M-V/def2-TZVPD", "species": ["C", "C", "H", "H", "H", "H", "H", "H", "C", "C", "O", "O", "H", "H", "H"], "xyz": [[-0.67287, 1.39193, 1.86907], [-1.60441, 0.13543, 1.77090], [-1.18286, 2.03757, 2.42780], [0.28340, 0.95114, 2.27047], [-0.30119, 2.04576, 1.04953], [-2.60260, 0.48126, 1.20411], [-1.87886, -0.26554, 2.71252], [-1.11916, -0.60514, 1.16849], [1.09610, -1.36621, -2.02647], [0.57756, -0.35934, -0.94171], [1.23951, -0.20647, 0.10147], [-0.42685, 0.37989, -1.08046], [0.93757, -1.19153, -3.06337], [0.81695, -2.42583, -2.03049], [2.16720, -1.22588, -1.93793]], "atomic_forces_ev_per_a": [[2.6, -3.2, -1.4], [-1.5, 2.6, -3.4], [-1.6, 2.8, 3.3], [-0.8, 1.0, 0.2], [-0.8, -1.5, -0.5], [2.0, -1.0, 1.2], [-0.1, -0.1, 1.2], [0.1, -0.4, -0.4], [0.6, 0.1, 0.4], [-1.3, 1.6, 0.8], [2.0, -1.6, 0.3], [-0.8, -0.9, -2.2], [-0.8, 1.2, -0.9], [0.1, 0.1, 1.2], [0.4, -0.7, 0.2]], "lowdin_charge": [-0.182, -0.166, -0.021, 0.071, 0.071, 0.098, 0.023, 0.021, -0.049, -0.774, -0.104, -0.111, 0.026, 0.052, 0.045], "charge": -1, "relative_energy_kj_mol": 147.5, "homo_lumo_gap_ev": 7.74}